Entry 1:
Computed, not measured: a single C5H7NO molecule, with ωB97M-V/def2-TZVPD.

ORCA input file:
```
! RIJCOSX wB97M-V def2-TZVPD def2/J DEFGRID3
* xyz 0 1
C 1.35 -0.11 0.46
C 0.52 -1.24 -0.06
C -0.79 -1.10 -0.21
C -1.56 0.19 -0.02
N -0.82 1.45 -0.08
C 0.28 1.72 -0.52
O 1.26 2.25 -0.89
H 1.73 -0.26 1.46
H 2.21 0.12 -0.19
H 0.63 0.69 0.77
H 1.01 -2.18 -0.31
H -1.41 -1.95 -0.50
H -2.13 0.16 0.91
H -2.30 0.28 -0.83
*
```

Molecular weight (g/mol): 97.117
Structure (SMILES): C/C=C\CN=C=O
ΔE to the lowest compared entry with this formula, charge and spin (eV): 2.1860
LUMO energy (eV): 0.9
Total energy (a.u.): -324.6441
HOMO (hartree): -0.352

These are the Löwdin partial charges, in e, on atoms 1 to 5: number 1, C, carries -0.113; number 2, C, carries -0.133; number 3, C, carries -0.100; number 4, C, carries -0.186; number 5, N, carries 0.088

Entry 2:
Computed, not measured: a single C2H8N4O molecule, with ωB97M-V/def2-TZVPD.

ORCA input file:
```
! RIJCOSX wB97M-V def2-TZVPD def2/J DEFGRID3
* xyz 0 1
C 0.27 -1.78 -0.02
N 0.48 -0.40 -0.45
N 1.39 0.21 0.42
C -0.76 0.73 -0.16
N 1.93 1.22 -0.21
N -2.02 0.09 -0.02
O -0.67 1.79 -0.83
H -0.22 0.90 0.97
H 1.27 1.71 -0.85
H 2.54 1.78 0.38
H -2.77 0.74 -0.20
H -2.10 -0.58 0.73
H -0.14 -1.85 1.00
H 1.22 -2.32 -0.03
H -0.42 -2.25 -0.71
*
```

Molecular weight (g/mol): 104.113
ΔE to the lowest compared entry with this formula, charge and spin (eV): 5.7077
LUMO energy (alpha / beta) (eV): -1.0 / -1.0
Total energy (a.u.): -375.0968
HOMO (alpha / beta) (hartree): -0.295 / -0.295

These are the Löwdin partial charges, in e, on atoms 1 to 5: number 1, C, carries -0.113; number 2, N, carries -0.144; number 3, N, carries 0.015; number 4, C, carries -0.639; number 5, N, carries 0.132

Entry 3:
Computed, not measured: 2 unconnected molecules or ions with the total composition CH3O2S, with ωB97M-V/def2-TZVPD.

ORCA input file:
```
! RIJCOSX wB97M-V def2-TZVPD def2/J DEFGRID3
* xyz -1 1
O 1.97 -1.40 1.05
C 0.92 -0.77 0.87
O 0.05 -1.02 -0.05
H 0.61 0.03 1.59
H -0.78 0.16 -0.47
S -1.22 1.37 -0.90
H -1.95 1.83 0.14
*
```

Molecular weight (g/mol): 79.100
ΔE to the lowest compared entry with this formula, charge and spin (eV): 0.5007
LUMO energy (eV): 3.8
Total energy (a.u.): -588.6242
HOMO (hartree): -0.167

These are the Löwdin partial charges, in e, on atoms 1 to 5: number 1, O, carries -0.102; number 2, C, carries -0.617; number 3, O, carries -0.219; number 4, H, carries 0.100; number 5, H, carries -0.278

Entry 4:
Computed, not measured: a molecular structure, C23H69AsF6O11, with ωB97M-V/def2-TZVPD.

ORCA input file:
```
! RIJCOSX wB97M-V def2-TZVPD def2/J DEFGRID3
* xyz 0 1
O -2.33 -5.61 21.91
H -3.06 -6.21 21.64
H -2.20 -5.64 22.90
H -2.44 -4.70 21.53
As 1.07 -6.90 19.53
F -0.06 -5.79 20.32
F 1.52 -7.63 21.05
F 2.18 -7.97 18.71
F 0.70 -6.14 18.02
F 2.41 -5.74 19.72
F -0.29 -8.02 19.32
C -1.27 -2.74 18.73
C -1.39 -2.83 20.24
O -2.67 -3.23 20.69
H -2.04 -2.15 18.23
H -1.39 -3.77 18.38
H -0.30 -2.39 18.36
H -1.18 -1.83 20.66
H -0.63 -3.54 20.58
H -3.25 -2.46 20.61
C 2.27 -12.21 21.96
C 2.03 -10.94 21.17
O 1.83 -9.94 22.19
H 1.39 -12.48 22.54
H 3.08 -12.10 22.68
H 2.50 -13.03 21.27
H 1.13 -11.03 20.56
H 2.87 -10.55 20.59
H 1.64 -9.09 21.73
C 4.32 -5.80 22.60
C 5.78 -6.20 22.81
O 6.40 -6.14 21.51
H 3.74 -6.40 21.90
H 4.29 -4.76 22.27
H 3.91 -5.90 23.60
H 5.76 -7.23 23.19
H 6.34 -5.58 23.50
H 7.30 -6.43 21.65
C 2.09 -2.28 22.06
C 2.78 -2.63 20.73
O 3.74 -1.59 20.51
H 1.76 -1.25 22.03
H 2.78 -2.39 22.90
H 1.26 -2.97 22.25
H 2.06 -2.61 19.90
H 3.29 -3.58 20.83
H 3.28 -0.80 20.22
C 3.01 -3.78 16.99
C 3.55 -4.99 16.23
O 4.97 -5.07 16.32
H 3.32 -3.79 18.04
H 1.92 -3.82 17.03
H 3.34 -2.83 16.56
H 3.18 -4.99 15.20
H 3.18 -5.88 16.75
H 5.34 -4.43 15.70
C -0.34 -11.42 17.76
C -1.47 -10.57 17.18
O -2.09 -9.80 18.21
H -0.79 -12.07 18.51
H 0.46 -10.81 18.17
H 0.04 -12.04 16.95
H -2.20 -11.26 16.76
H -1.12 -9.94 16.36
H -1.47 -9.14 18.56
C 5.29 -9.81 19.70
C 6.74 -9.34 19.73
O 6.94 -8.23 18.89
H 5.05 -10.62 20.38
H 4.99 -10.15 18.70
H 4.63 -8.97 19.91
H 7.31 -10.20 19.37
H 7.00 -9.06 20.76
H 7.86 -8.25 18.61
C 2.95 -9.77 16.11
C 3.95 -10.23 15.06
C 5.21 -9.39 15.05
O 4.36 -11.57 15.38
H 3.41 -9.72 17.09
H 2.11 -10.48 16.11
H 2.54 -8.78 15.92
H 3.46 -10.28 14.08
H 5.81 -9.71 14.19
H 5.80 -9.50 15.95
H 4.96 -8.34 14.93
H 3.54 -12.08 15.40
C -0.76 -7.48 14.50
C -0.94 -6.06 14.99
C -2.04 -5.90 16.04
O 0.29 -5.46 15.41
H -0.08 -7.52 13.66
H -1.73 -7.86 14.17
H -0.43 -8.15 15.30
H -1.30 -5.43 14.17
H -3.02 -6.08 15.59
H -2.10 -4.90 16.47
H -1.82 -6.58 16.87
H 0.47 -5.91 16.26
C 0.99 -6.39 24.19
C 0.05 -5.53 24.96
C 0.35 -4.03 25.02
O -1.30 -5.68 24.46
H 0.50 -7.32 23.90
H 1.88 -6.64 24.76
H 1.31 -5.91 23.26
H -0.06 -5.96 25.96
H 0.22 -3.55 24.05
H 1.38 -3.79 25.29
H -0.33 -3.57 25.73
H -1.88 -5.12 24.99
*
```

Molecular weight (g/mol): 710.704
ΔE to the lowest compared entry with this formula, charge and spin (eV): 1.7943
LUMO energy (eV): -1.1
Total energy (a.u.): -4580.2963
HOMO (hartree): -0.336

These are the Löwdin partial charges, in e, on atoms 1 to 5: number 1, O, carries 0.268; number 2, H, carries 0.183; number 3, H, carries 0.128; number 4, H, carries 0.107; number 5, As, carries 0.844

Entry 5:
Computed, not measured: a molecular structure, C4H7ClN2, with ωB97M-V/def2-TZVPD.

ORCA input file:
```
! RIJCOSX wB97M-V def2-TZVPD def2/J DEFGRID3
* xyz 2 1
C -0.90 -0.48 -0.19
C 1.04 -0.41 -0.18
C -2.30 -0.35 -0.16
C 2.57 1.12 0.52
N 0.01 0.07 -1.05
N 0.07 -0.88 0.70
Cl 2.77 -0.33 -0.28
H -2.61 0.31 -0.92
H -2.67 -0.07 0.76
H -2.96 -1.32 -0.33
H 2.72 1.27 1.63
H 2.42 2.08 -0.09
H 0.04 0.38 -1.94
H -0.20 -1.38 1.54
*
```

Molecular weight (g/mol): 118.567
ΔE to the lowest compared entry with this formula, charge and spin (eV): 4.8217
LUMO energy (alpha / beta) (eV): -10.7 / -10.9
Total energy (a.u.): -725.3721
HOMO (alpha / beta) (hartree): -0.692 / -0.710

These are the Löwdin partial charges, in e, on atoms 1 to 5: number 1, C, carries -0.173; number 2, C, carries -0.402; number 3, C, carries 0.078; number 4, C, carries -0.210; number 5, N, carries 0.229

Entry 6:
Computed, not measured: a molecular structure, C16H30O10S4Tl, with ωB97M-V/def2-TZVPD.

ORCA input file:
```
! RIJCOSX wB97M-V def2-TZVPD def2/J DEFGRID3
* xyz -1 1
Tl 0.70 0.61 0.10
O 0.04 3.48 0.73
C 1.20 4.20 1.24
C 2.27 3.37 1.99
O 2.82 2.16 1.52
H 0.93 5.20 1.58
H 1.78 4.59 0.40
H 1.82 3.08 2.94
H 3.12 3.99 2.27
C -3.80 1.02 -2.40
C -2.59 0.59 -1.67
C -2.77 -0.58 -0.59
O -1.72 -1.00 0.04
C -4.08 -1.16 -0.37
C -5.09 -0.70 -1.16
C -4.98 0.45 -2.12
O -6.00 1.04 -2.72
O -6.20 -1.38 -1.05
O -1.46 0.98 -1.92
H -3.60 1.72 -3.19
H -4.17 -2.15 0.05
C 3.05 1.78 -4.69
S 1.83 2.68 -3.62
O 1.26 1.77 -2.52
C 3.07 3.81 -2.94
H 3.39 0.88 -4.17
H 3.89 2.40 -4.99
H 2.57 1.42 -5.60
H 3.24 4.72 -3.50
H 4.03 3.40 -2.63
H 2.72 4.13 -1.95
C -0.99 -3.10 2.69
S 0.81 -3.03 2.23
O 0.92 -2.11 1.00
C 0.81 -4.86 1.62
H -1.46 -4.06 2.50
H -1.46 -2.30 2.11
H -1.03 -2.95 3.77
H -0.01 -5.00 0.92
H 0.55 -5.30 2.58
H 1.75 -5.19 1.17
C -1.62 -2.88 -3.19
S 0.15 -2.37 -3.08
O 0.42 -1.32 -2.01
C 0.71 -3.95 -2.21
H -2.06 -3.21 -2.25
H -1.57 -3.70 -3.91
H -2.09 -1.95 -3.53
H 0.40 -4.82 -2.79
H 0.31 -3.93 -1.20
H 1.80 -3.98 -2.23
C -0.59 2.03 4.86
S 0.16 0.47 4.34
O 0.18 0.49 2.83
C 1.90 0.87 4.95
H -0.76 2.10 5.93
H -1.55 2.02 4.35
H 0.07 2.82 4.49
H 2.59 0.97 4.11
H 2.32 -0.03 5.40
H 2.06 1.78 5.52
*
```

Molecular weight (g/mol): 715.057
ΔE to the lowest compared entry with this formula, charge and spin (eV): 3.0596
LUMO energy (eV): -0.9
Total energy (a.u.): -3144.8579
HOMO (hartree): -0.131

These are the Löwdin partial charges, in e, on atoms 1 to 5: number 1, Tl, carries 1.189; number 2, O, carries -0.224; number 3, C, carries -0.303; number 4, C, carries -0.352; number 5, O, carries -0.264

Entry 7:
Computed, not measured: a single C5H5NO molecule, with ωB97M-V/def2-TZVPD.

ORCA input file:
```
! RIJCOSX wB97M-V def2-TZVPD def2/J DEFGRID3
* xyz 0 1
C 0.53 -0.58 -1.35
C 1.04 0.62 -1.33
C -0.54 0.89 0.86
C -0.37 -0.43 0.93
C 0.20 1.54 -0.36
N -0.03 -1.10 -0.22
O -0.62 -1.23 1.97
H 0.63 -1.35 -2.19
H 0.77 2.44 0.01
H -0.67 1.82 -1.01
H -0.24 -2.08 -0.08
H -0.71 -0.55 2.76
*
```

Molecular weight (g/mol): 95.101
ΔE to the lowest compared entry with this formula, charge and spin (eV): 6.6498
LUMO energy (alpha / beta) (eV): -1.0 / -0.9
Total energy (a.u.): -323.2753
HOMO (alpha / beta) (hartree): -0.289 / -0.298

These are the Löwdin partial charges, in e, on atoms 1 to 5: number 1, C, carries -0.207; number 2, C, carries 0.049; number 3, C, carries 0.067; number 4, C, carries -0.489; number 5, C, carries -0.234

Entry 8:
Computed, not measured: a single C18H23N3O3S molecule, with ωB97M-V/def2-TZVPD.

ORCA input file:
```
! RIJCOSX wB97M-V def2-TZVPD def2/J DEFGRID3
* xyz 0 1
C 0.61 -2.60 1.30
C 1.37 -2.97 0.04
C 1.61 -4.47 -0.05
N 0.65 -2.46 -1.13
S -0.96 -2.86 -1.41
O -1.07 -3.02 -2.83
O -1.43 -3.91 -0.55
C -1.76 -1.33 -0.96
C -2.42 -1.21 0.25
C -2.99 0.00 0.59
C -2.92 1.09 -0.27
C -3.46 2.43 0.15
C -2.42 3.18 1.01
C -1.19 3.49 0.18
O -1.02 4.54 -0.39
N -0.29 2.47 0.14
C 0.86 2.49 -0.75
C 2.03 1.84 -0.08
C 2.94 2.57 0.68
C 3.98 1.90 1.30
C 4.08 0.53 1.13
N 3.22 -0.17 0.41
C 2.23 0.47 -0.18
C -2.29 0.94 -1.50
C -1.70 -0.27 -1.85
H 1.21 -2.84 2.17
H 0.39 -1.53 1.31
H -0.32 -3.15 1.35
H 2.33 -2.44 0.04
H 2.17 -4.72 -0.95
H 0.65 -4.99 -0.07
H 2.17 -4.81 0.82
H 1.16 -2.61 -1.99
H -2.48 -2.07 0.90
H -3.50 0.11 1.54
H -3.69 3.04 -0.73
H -4.37 2.30 0.73
H -2.86 4.13 1.34
H -2.16 2.58 1.89
H -0.52 1.58 0.56
H 0.62 1.96 -1.68
H 1.05 3.54 -0.98
H 2.82 3.64 0.79
H 4.71 2.44 1.89
H 4.88 -0.04 1.59
H 1.55 -0.15 -0.76
H -2.25 1.77 -2.19
H -1.21 -0.41 -2.79
*
```

Molecular weight (g/mol): 361.467
Structure (SMILES): CC(C)NS(=O)(=O)c1ccc(CCC(=O)NCc2cccnc2)cc1
ΔE to the lowest compared entry with this formula, charge and spin (eV): 1.5490
LUMO energy (eV): 0.6
Total energy (a.u.): -1487.9034
HOMO (hartree): -0.345

These are the Löwdin partial charges, in e, on atoms 1 to 5: number 1, C, carries -0.063; number 2, C, carries -0.463; number 3, C, carries -0.055; number 4, N, carries -0.109; number 5, S, carries 0.657

- Which formula does entry 7 have?
  C5H5NO